{
  "formula": "C30H57IrN2O7P2SSb2",
  "method": "ωB97M-V with the def2-TZVPD basis set",
  "de_lowest_ev": 0.636,
  "e_homo_ev": [-15.391, -16.056],
  "total_charge": 3,
  "multiplicity": 6,
  "s_squared": 8.806,
  "species": ["Ir", "C", "Sb", "C", "C", "C", "C", "C", "C", "C", "C", "C", "Sb", "C", "C", "H", "H", "H", "H", "H", "H", "H", "H", "H", "H", "H", "H", "H", "H", "H", "H", "H", "H", "H", "H", "C", "C", "C", "O", "P", "O", "C", "P", "O", "O", "C", "C", "C", "O", "C", "C", "C", "O", "C", "C", "C", "H", "H", "H", "H", "H", "H", "H", "H", "H", "H", "H", "H", "H", "H", "H", "H", "H", "H", "H", "H", "H", "H", "H", "H", "H", "H", "H", "H", "H", "H", "O", "H", "H", "C", "C", "C", "C", "N", "C", "S", "N", "H", "H", "H", "H", "H"],
  "positions_angstrom": [[1.207, 0.754, -1.049], [-2.286, -3.163, 1.300], [-0.453, -2.264, 0.501], [-0.530, -3.419, -1.335], [0.911, -3.511, 1.961], [1.232, -4.574, 1.068], [0.405, -5.711, 1.039], [0.635, -6.744, 0.164], [1.687, -6.656, -0.749], [2.513, -5.545, -0.744], [2.325, -4.494, 0.156], [3.298, -3.401, 0.195], [2.978, -1.495, -0.993], [3.527, -2.366, -2.903], [4.956, -0.846, -0.440], [-2.276, -4.218, 1.041], [-3.169, -2.713, 0.856], [-2.329, -3.058, 2.384], [-0.761, -4.451, -1.098], [0.413, -3.354, -1.869], [-1.320, -2.984, -1.940], [0.233, -3.766, 2.764], [1.707, -2.854, 2.277], [-0.403, -5.771, 1.750], [0.009, -7.620, 0.185], [1.856, -7.451, -1.458], [3.354, -5.506, -1.422], [4.228, -3.719, -0.274], [3.500, -3.042, 1.203], [4.547, -2.726, -2.805], [3.482, -1.622, -3.691], [2.870, -3.193, -3.150], [5.638, -1.686, -0.527], [4.950, -0.486, 0.581], [5.273, -0.046, -1.097], [-3.033, 2.665, -3.968], [-1.975, 1.979, -3.119], [-0.871, 2.932, -2.698], [-2.618, 1.498, -1.904], [-2.276, 0.133, -1.216], [-0.878, -0.343, -1.460], [-2.656, 0.446, 0.526], [-1.261, 1.339, 1.306], [0.048, 0.707, 0.944], [-1.536, 1.255, 2.850], [-0.859, 0.343, 3.747], [-1.854, -0.087, 4.810], [0.359, 1.032, 4.337], [-1.271, 2.820, 0.843], [-2.072, 3.934, 1.348], [-3.540, 3.572, 1.471], [-1.507, 4.432, 2.666], [-3.143, -1.046, -1.772], [-4.573, -1.208, -2.029], [-5.116, -2.219, -1.034], [-5.352, 0.089, -1.990], [-2.561, 3.222, -4.773], [-3.598, 3.363, -3.354], [-3.717, 1.945, -4.408], [-1.552, 1.115, -3.649], [-1.300, 3.785, -2.177], [-0.315, 3.287, -3.560], [-0.191, 2.420, -2.005], [-2.786, -0.498, 1.047], [-3.564, 1.032, 0.622], [-0.526, -0.525, 3.152], [-2.222, 0.779, 5.351], [-1.365, -0.748, 5.519], [-2.703, -0.604, 4.371], [0.057, 1.876, 4.951], [1.013, 1.389, 3.543], [0.901, 0.328, 4.962], [-1.932, 4.690, 0.570], [-3.666, 2.778, 2.206], [-3.958, 3.275, 0.510], [-4.091, 4.441, 1.823], [-1.691, 3.707, 3.453], [-1.985, 5.369, 2.939], [-0.437, 4.605, 2.585], [-4.601, -1.635, -3.037], [-5.156, -1.783, -0.037], [-4.506, -3.119, -1.028], [-6.123, -2.497, -1.329], [-5.329, 0.526, -0.992], [-6.385, -0.127, -2.248], [-4.966, 0.806, -2.706], [1.434, 0.115, -3.400], [0.626, -0.320, -3.696], [1.625, 0.817, -4.032], [5.558, 6.246, 0.369], [5.250, 4.809, 0.244], [6.126, 3.795, 0.674], [5.676, 2.494, 0.544], [4.497, 2.182, 0.032], [3.733, 3.188, -0.373], [2.189, 2.900, -1.106], [4.091, 4.449, -0.268], [6.599, 6.416, 0.617], [4.935, 6.675, 1.154], [5.302, 6.768, -0.551], [7.094, 4.021, 1.087], [6.299, 1.670, 0.863]],
  "forces_ev_per_a": [[0.3, -0.3, 0.7], [0.4, 0.3, -0.1], [-0.2, -1.5, 0.3], [0.2, 0.3, 0.4], [0.1, 0.3, -0.1], [0.2, -0.1, -0.4], [0.0, -0.4, -0.1], [-0.1, 0.1, 0.1], [-0.1, 0.1, 0.0], [0.1, 0.4, 0.2], [-0.2, -0.7, -0.2], [-0.1, 0.9, -0.2], [1.2, -0.5, -0.1], [-0.4, 0.3, 0.3], [-0.4, 0.0, -0.1], [0.0, -0.1, -0.1], [0.0, 0.0, -0.1], [0.1, 0.1, 0.0], [0.0, -0.2, 0.0], [0.1, 0.0, -0.1], [-0.1, 0.1, 0.0], [-0.2, 0.1, 0.1], [0.0, 0.2, 0.0], [-0.2, -0.1, 0.1], [-0.1, -0.1, 0.0], [0.1, -0.1, 0.0], [0.1, 0.0, -0.1], [0.1, 0.2, 0.0], [0.1, 0.0, 0.0], [0.1, 0.0, 0.1], [0.0, 0.1, 0.0], [-0.1, -0.1, 0.0], [-0.1, -0.2, -0.1], [-0.1, 0.1, 0.1], [0.0, 0.1, -0.1], [0.1, -0.3, 0.2], [0.2, 0.4, -0.6], [-0.4, -0.3, 0.1], [0.0, -0.4, 0.6], [-1.4, 0.0, -0.7], [1.2, 0.3, -0.2], [0.8, 0.4, -0.4], [-0.1, 0.2, 0.8], [0.4, 0.1, -0.4], [-0.4, 0.5, -1.0], [0.5, -0.7, 0.7], [0.1, 0.1, -0.4], [-0.2, 0.0, -0.3], [0.0, -0.7, 0.0], [-0.5, 0.9, 0.3], [0.3, 0.0, -0.2], [0.1, -0.2, -0.3], [0.5, 0.5, 0.4], [-0.9, -0.3, -0.1], [0.3, 0.1, -0.3], [0.3, -0.1, -0.1], [0.1, 0.0, -0.1], [0.0, 0.1, 0.0], [-0.1, 0.0, 0.0], [-0.1, 0.1, 0.1], [0.0, 0.1, 0.1], [0.1, 0.0, -0.1], [-0.1, 0.2, -0.1], [-0.1, -0.1, 0.1], [-0.2, 0.1, 0.0], [-0.1, 0.2, 0.1], [0.0, 0.1, 0.1], [0.0, -0.1, 0.1], [-0.1, -0.1, 0.0], [0.0, 0.1, 0.1], [0.1, 0.0, 0.0], [0.1, 0.0, 0.1], [0.0, -0.1, 0.1], [-0.1, -0.1, 0.1], [-0.1, 0.0, 0.0], [0.0, 0.0, 0.0], [0.0, 0.0, 0.1], [-0.1, 0.1, 0.0], [0.1, 0.0, 0.0], [0.0, 0.1, 0.2], [0.0, 0.0, 0.1], [0.0, -0.1, 0.0], [-0.1, 0.0, 0.0], [-0.1, 0.1, 0.1], [-0.1, 0.0, 0.0], [0.0, 0.1, -0.1], [-0.1, 0.2, 0.3], [-0.1, -0.1, -0.1], [0.0, 0.1, -0.2], [-0.1, 0.4, 0.0], [0.6, -0.8, 0.3], [-0.5, 0.3, -0.2], [0.3, 0.0, 0.1], [-0.6, -1.1, -0.2], [1.5, -0.2, 0.7], [-0.5, -0.3, -0.3], [-1.6, 1.1, -0.7], [0.1, 0.0, 0.0], [0.0, 0.0, 0.1], [0.0, 0.0, 0.0], [0.1, 0.0, 0.1], [0.0, -0.1, 0.0]],
  "mulliken_charge": [3.18, -1.13, 0.20, -0.94, -1.54, 0.26, -0.66, -0.83, -0.76, -0.53, 1.09, -1.66, 0.29, -1.23, -1.27, 0.50, 0.01, 0.51, 0.55, 0.15, 0.46, 0.82, 0.44, 0.57, 0.44, 0.46, 0.51, 0.86, 0.71, 0.42, 0.41, 0.40, 0.56, 0.37, 0.42, -1.61, 0.76, -0.91, 0.21, -0.62, -1.22, 0.03, -0.50, -0.75, 0.01, 1.64, -1.48, -1.50, -0.17, 0.51, -1.19, -1.34, -0.26, 0.47, -1.42, -1.18, 0.48, 0.31, 0.45, 0.06, 0.33, 0.57, -0.29, 0.18, 0.67, -0.78, 0.35, 0.44, 0.36, 0.36, 0.31, 0.47, 0.46, 0.27, 0.16, 0.56, 0.24, 0.53, 0.31, 0.36, 0.28, 0.33, 0.53, 0.30, 0.51, 0.15, -0.48, 0.26, 0.26, -1.18, 0.84, -0.89, 0.04, -0.11, 0.11, -0.07, -0.42, 0.37, 0.30, 0.35, 0.40, 0.46]
}

---

{
  "formula": "C30H58Cl14F12N2O15S4V",
  "method": "ωB97M-V with the def2-TZVPD basis set",
  "e_homo_ev": [-4.277, -7.422],
  "total_charge": -1,
  "multiplicity": 3,
  "s_squared": 2.024,
  "species": ["O", "V", "C", "F", "F", "F", "S", "O", "O", "N", "S", "O", "O", "C", "F", "F", "F", "C", "F", "F", "F", "S", "O", "O", "N", "S", "O", "O", "C", "F", "F", "F", "C", "O", "C", "C", "O", "C", "H", "H", "H", "H", "H", "H", "H", "H", "H", "H", "C", "O", "C", "C", "O", "C", "H", "H", "H", "H", "H", "H", "H", "H", "H", "H", "C", "O", "C", "C", "O", "C", "H", "H", "H", "H", "H", "H", "H", "H", "H", "H", "Cl", "C", "C", "Cl", "H", "H", "H", "H", "Cl", "C", "C", "Cl", "H", "H", "H", "H", "Cl", "C", "C", "Cl", "H", "H", "H", "H", "Cl", "C", "C", "Cl", "H", "H", "H", "H", "Cl", "C", "C", "Cl", "H", "H", "H", "H", "Cl", "C", "C", "Cl", "H", "H", "H", "H", "Cl", "C", "C", "Cl", "H", "H", "H", "H"],
  "positions_angstrom": [[1.377, 3.156, 1.151], [-0.153, 2.788, 0.989], [1.008, 1.317, -2.568], [2.135, 0.732, -2.133], [1.101, 2.612, -2.446], [0.781, 1.013, -3.840], [-0.532, 0.678, -1.499], [-1.570, 1.691, -1.817], [-0.837, -0.699, -1.960], [-0.024, 0.917, 0.162], [0.441, -0.497, 0.632], [1.272, -1.246, -0.288], [1.028, -0.329, 1.952], [-1.134, -1.626, 0.867], [-1.306, -1.900, 2.134], [-2.260, -1.000, 0.547], [-0.985, -2.724, 0.176], [-2.917, 5.219, -1.244], [-3.001, 6.059, -2.314], [-3.810, 5.658, -0.282], [-3.267, 3.970, -1.607], [-1.095, 5.266, -0.544], [-0.371, 4.155, -1.103], [-0.441, 6.577, -0.822], [-1.152, 4.670, 1.110], [-1.289, 6.000, 1.924], [-0.022, 6.490, 2.442], [-2.150, 7.057, 1.323], [-2.180, 5.346, 3.482], [-2.592, 6.334, 4.244], [-3.183, 4.567, 3.193], [-1.262, 4.671, 4.159], [-0.471, -4.300, 5.285], [0.877, -3.792, 5.337], [0.827, -2.355, 5.444], [2.164, -1.748, 5.264], [3.134, -2.139, 6.268], [4.508, -1.743, 6.103], [-1.075, -3.866, 6.081], [-0.547, -5.382, 5.398], [-0.968, -4.154, 4.327], [0.389, -2.112, 6.412], [0.072, -1.911, 4.795], [2.108, -0.663, 5.356], [2.479, -2.028, 4.259], [4.619, -0.660, 6.173], [4.776, -2.064, 5.097], [5.148, -2.127, 6.897], [5.008, 1.732, 4.332], [4.294, 1.143, 3.244], [5.128, 0.387, 2.346], [4.327, -0.185, 1.172], [3.474, 0.839, 0.601], [4.091, 1.899, -0.194], [4.219, 2.028, 5.023], [5.556, 2.630, 4.047], [5.646, 0.943, 4.730], [5.691, -0.391, 2.861], [5.912, 1.028, 1.944], [3.723, -1.029, 1.508], [5.039, -0.567, 0.441], [4.861, 2.498, 0.292], [3.447, 2.702, -0.553], [4.670, 1.414, -0.979], [-3.329, 1.998, 1.253], [-1.989, 1.868, 1.823], [-2.166, 1.384, 3.121], [-0.817, 1.377, 3.859], [0.103, 2.271, 3.226], [1.236, 2.318, 4.102], [-3.654, 2.954, 1.662], [-3.998, 1.194, 1.560], [-3.338, 2.165, 0.176], [-2.569, 0.372, 3.083], [-2.832, 2.050, 3.669], [-0.339, 0.397, 3.870], [-1.038, 1.686, 4.881], [1.158, 2.862, 5.043], [2.165, 2.680, 3.662], [1.602, 1.347, 4.437], [-2.285, -2.741, -5.958], [-2.413, -2.414, -4.260], [-3.141, -3.498, -3.498], [-4.834, -3.534, -3.765], [-2.903, -1.446, -4.155], [-1.365, -2.273, -3.998], [-2.874, -3.321, -2.456], [-2.695, -4.460, -3.750], [1.949, 1.910, -6.463], [2.041, 0.098, -6.242], [3.120, -0.584, -7.090], [4.724, 0.019, -6.710], [1.039, -0.193, -6.558], [2.150, -0.107, -5.177], [3.032, -0.262, -8.128], [3.094, -1.671, -7.169], [4.698, -2.979, -4.877], [3.958, -3.631, -3.369], [2.826, -2.716, -2.821], [1.344, -2.863, -3.792], [4.825, -3.811, -2.733], [3.542, -4.603, -3.636], [3.015, -1.642, -2.825], [2.424, -3.116, -1.890], [-4.302, -0.344, -1.494], [-4.587, 0.689, -2.872], [-6.091, 0.871, -3.024], [-6.830, 1.653, -1.675], [-4.213, 0.349, -3.837], [-4.236, 1.675, -2.568], [-6.654, -0.038, -3.234], [-6.288, 1.503, -3.890], [-0.970, 4.002, -7.520], [-0.630, 4.174, -5.800], [0.161, 5.492, -5.592], [0.361, 5.547, -3.783], [-0.198, 3.212, -5.527], [-1.640, 4.180, -5.390], [-0.309, 6.414, -5.935], [1.117, 5.271, -6.066], [-0.812, -6.312, -3.281], [-0.574, -5.567, -1.703], [0.424, -6.285, -0.831], [-0.232, -7.835, -0.418], [-1.510, -5.522, -1.146], [-0.386, -4.517, -1.927], [0.642, -5.652, 0.030], [1.319, -6.435, -1.435], [-4.523, -4.009, 0.000], [-4.870, -4.434, 1.682], [-3.667, -5.100, 2.445], [-3.138, -6.620, 1.637], [-5.798, -5.005, 1.645], [-5.221, -3.529, 2.178], [-3.777, -5.387, 3.491], [-2.773, -4.478, 2.403]],
  "forces_ev_per_a": [[0.5, 0.4, -0.5], [1.0, 0.3, 1.4], [-0.5, -0.8, 1.5], [-0.6, 0.2, -0.6], [0.2, 0.1, 0.0], [-0.1, -0.2, 0.3], [-1.8, 1.3, -2.1], [1.9, -1.8, 1.0], [0.9, 2.3, 1.3], [-1.5, -1.4, -4.4], [3.0, -2.1, 2.6], [-1.0, 0.3, 0.2], [-1.3, -0.3, -0.6], [0.6, 1.9, -0.4], [0.6, -0.9, 1.8], [-0.3, 0.3, -0.9], [-0.1, -0.7, -0.3], [-1.0, 1.1, 0.6], [0.2, -1.3, 1.3], [1.3, -0.9, -1.7], [0.5, 1.3, 0.3], [3.1, 1.0, -0.4], [-1.0, -0.1, -0.7], [-2.6, -2.8, 1.0], [-1.4, 1.6, -3.3], [-0.3, 4.4, 2.5], [-1.1, -0.8, -0.3], [1.1, -2.7, 1.1], [1.9, 1.1, -1.1], [-0.4, 0.6, 0.3], [-1.2, -0.8, -0.2], [0.1, -0.7, 0.5], [0.4, -0.1, 0.1], [-1.3, 0.2, -0.5], [-0.8, -1.0, 1.4], [1.8, 0.5, 0.2], [-0.3, -0.6, 0.6], [-1.6, 0.4, -0.9], [-0.1, 0.2, 0.1], [0.8, -0.1, 0.3], [0.1, 0.7, -0.3], [0.3, 0.0, 0.6], [0.4, 0.0, -0.9], [-0.4, 0.2, -0.5], [0.5, 0.1, -0.2], [-0.2, 0.3, -0.2], [0.7, 0.0, 0.1], [-0.4, -0.6, -0.2], [-0.9, -0.8, -0.8], [0.5, -0.5, -0.5], [-0.2, 0.9, 0.0], [-0.3, 1.8, 0.1], [0.3, 0.3, -0.2], [1.2, -1.1, 0.6], [0.3, -0.1, 0.3], [0.3, -0.1, -0.2], [0.3, 0.3, 0.5], [-0.2, -0.4, 0.4], [0.1, 0.5, -0.1], [-0.5, 0.4, -0.2], [0.2, 0.0, -0.3], [0.1, -0.2, 1.0], [-0.9, -0.9, 0.1], [-0.3, 0.0, -0.6], [0.4, 1.6, 0.1], [-1.5, -0.6, -1.0], [1.2, 0.1, 0.9], [-0.3, 0.0, -0.5], [0.1, -0.4, 2.0], [1.9, -0.1, 0.0], [-0.6, -0.1, 0.1], [0.3, -0.1, -0.1], [0.6, -0.6, 0.0], [-0.2, -0.1, 0.1], [-0.3, 0.0, -0.1], [-0.2, -0.2, 0.0], [0.3, 0.1, 0.2], [-1.1, 0.5, -0.1], [-0.6, 0.4, -1.0], [-0.7, -0.7, -0.4], [-0.2, -0.4, -1.7], [0.2, 0.8, 0.4], [2.5, 0.1, 0.4], [-1.3, 0.0, -0.1], [0.0, -0.1, 0.2], [-0.3, -0.2, 0.8], [-0.5, 0.1, 0.3], [-0.3, 0.0, -0.1], [0.6, -0.7, -0.1], [-0.2, -0.2, -0.2], [-0.7, 1.1, -1.2], [0.8, -0.1, 0.5], [0.2, -0.4, 0.0], [0.1, 0.1, -0.3], [-0.5, 0.1, 0.0], [-0.1, 0.0, 0.9], [-0.2, 0.0, 0.1], [-0.5, 0.4, -0.4], [0.2, -0.9, -0.2], [-0.4, -0.1, -0.9], [-0.4, 0.4, 0.5], [-0.1, 0.1, 0.1], [0.5, -0.3, 0.5], [0.8, 0.5, 0.4], [0.5, -0.9, 0.2], [-1.6, 1.1, 0.2], [-0.1, -0.4, -1.7], [-0.5, 0.6, 1.2], [0.5, -0.2, 0.4], [0.6, -0.1, -0.5], [0.4, -0.3, 0.3], [0.2, 0.2, -0.1], [0.0, -0.1, -1.4], [-1.3, 0.6, -0.2], [0.0, -2.3, 1.1], [0.2, 0.4, -0.8], [0.7, 0.7, 0.4], [0.3, 0.4, 0.5], [-0.1, -0.4, 0.0], [0.2, 0.7, 0.2], [-0.1, -0.4, -0.3], [-0.9, 1.1, 0.6], [0.5, 1.2, -1.4], [-0.1, -1.0, 0.7], [-0.3, -0.4, -0.3], [0.8, 0.0, 0.2], [0.0, -0.3, 0.2], [0.2, -0.1, 0.4], [0.3, 0.0, 0.0], [-0.1, -0.3, 1.1], [0.0, 0.1, -1.1], [-0.2, 0.1, 0.0], [0.5, -0.7, 0.1], [0.6, 0.2, 0.1], [-0.8, 0.3, -0.1], [-0.3, 0.3, -0.1]],
  "mulliken_charge": [-0.64, 1.40, 0.18, -0.11, -0.10, -0.02, -1.12, -0.17, 0.64, 0.07, 0.21, -0.05, -0.35, -0.10, -0.22, -0.15, -0.08, 0.57, -0.21, -0.24, -0.15, 0.37, -0.54, -0.55, 0.19, 0.80, -0.66, -0.60, 0.64, -0.24, -0.25, -0.24, -0.53, -0.40, -0.39, 0.16, -0.46, -0.53, 0.35, 0.33, 0.03, 0.48, 0.14, -0.02, 0.11, 0.14, 0.26, 0.32, -0.94, 0.19, -1.03, -0.52, 0.34, -0.99, 0.20, 0.21, 0.36, 0.56, 0.34, 0.12, 0.46, 0.21, 0.09, 0.45, -0.61, 1.42, -1.28, -0.54, 0.37, -0.46, 0.10, 0.33, -0.23, 0.40, 0.55, -0.22, 0.67, 0.32, 0.30, -0.41, -0.25, 1.50, 0.52, -0.18, -0.69, -0.71, -0.34, 0.12, -0.17, 0.11, -0.45, -0.21, 0.27, -0.33, 0.35, 0.37, -0.20, -0.52, 0.10, -0.19, 0.43, 0.28, 0.03, 0.08, 0.01, 0.22, -0.74, -0.20, 0.22, -0.26, 0.36, 0.39, -0.22, 0.15, -0.38, -0.13, -0.28, 0.24, 0.36, 0.26, -0.22, 0.37, -0.26, -0.18, 0.23, -0.36, 0.22, 0.29, -0.02, -0.66, 0.00, -0.18, 0.38, 0.31, 0.44, -0.28]
}